This record from OMol25 describes an isolated molecule of C4H6O2. The level of theory is the ωB97M-V functional and the def2-TZVPD basis.

Positions of all 12 atoms, in Å:
1 C -0.49 1.18 0.71
2 C -0.70 0.56 -0.66
3 C 0.22 -0.68 -0.71
4 C 0.81 -0.76 0.72
5 H -0.46 1.31 -1.41
6 H -1.76 0.32 -0.76
7 H 1.00 -0.58 -1.48
8 H -0.36 -1.57 -0.97
9 H 1.89 -0.69 0.73
10 H 0.48 -1.66 1.24
11 O -0.97 2.18 1.15
12 O 0.32 0.39 1.44

The value obtained for the energy relative to the best compared isomer or geometry (same formula, charge and spin) is 1.46 kcal per mole. The value obtained for the HOMO-LUMO gap is 11.15 eV. As for the charge: 0. The value obtained for the HOMO energy is -10.3 eV. As for the SMILES: O=C1CCCO1.

This record from OMol25 describes an isolated molecule of C4H6O2. The level of theory is the ωB97M-V functional and the def2-TZVPD basis.

Positions of all 12 atoms, in Å:
1 C 1.62 0.61 -0.05
2 O 1.67 -0.24 1.09
3 C 0.77 -0.57 0.05
4 C -0.72 -0.63 0.27
5 C -1.69 0.41 -0.11
6 O -1.40 -0.67 -0.98
7 H 1.25 1.61 0.14
8 H 2.48 0.55 -0.73
9 H 1.08 -1.45 -0.53
10 H -1.05 -1.38 0.98
11 H -1.36 1.39 -0.43
12 H -2.69 0.37 0.31

The value obtained for the energy relative to the best compared isomer or geometry (same formula, charge and spin) is 70.20 kcal per mole. The value obtained for the HOMO-LUMO gap is 11.47 eV. As for the charge: 0. The value obtained for the HOMO energy is -10.4 eV. As for the SMILES: C1O[C@H]1[C@H]1CO1.

This record from OMol25 describes an isolated molecule of C4H6O2. The level of theory is the ωB97M-V functional and the def2-TZVPD basis.

Positions of all 12 atoms, in Å:
1 O 0.20 1.62 -0.75
2 C 0.11 0.25 -1.09
3 C 0.82 -0.52 0.00
4 C -0.10 -0.69 1.15
5 O 0.11 -1.06 2.32
6 C -1.48 -0.60 1.29
7 H -0.31 2.13 -1.39
8 H 0.54 0.04 -2.08
9 H 1.71 0.03 0.33
10 H 1.16 -1.51 -0.34
11 H -0.95 -0.07 -1.12
12 H -1.81 0.37 1.68

The value obtained for the energy relative to the best compared isomer or geometry (same formula, charge and spin) is 103.71 kcal per mole. The value obtained for the HOMO-LUMO gap is 9.26 eV. As for the charge: 0. The value obtained for the HOMO energy is -9.2 eV.

This record from OMol25 describes an isolated molecule of C4H6O2. The level of theory is the ωB97M-V functional and the def2-TZVPD basis.

Positions of all 12 atoms, in Å:
1 C 0.51 1.45 0.04
2 C -0.39 0.34 -0.37
3 C 0.06 -0.94 -0.71
4 C -0.36 -1.45 0.96
5 O -0.15 -2.61 1.16
6 O -0.81 -0.45 1.55
7 H 0.68 2.08 -0.85
8 H 1.47 1.08 0.39
9 H 0.05 2.07 0.81
10 H -1.43 0.59 -0.53
11 H -0.57 -1.55 -1.36
12 H 1.13 -1.10 -0.83

The value obtained for the energy relative to the best compared isomer or geometry (same formula, charge and spin) is 51.82 kcal per mole. The value obtained for the HOMO-LUMO gap is 9.04 eV. As for the charge: 0. The value obtained for the HOMO energy is -9.5 eV.

This record from OMol25 describes an isolated molecule of C4H6O2. The level of theory is the ωB97M-V functional and the def2-TZVPD basis.

Positions of all 12 atoms, in Å:
1 C 1.66 0.04 -0.12
2 O 1.14 -0.48 1.10
3 C 0.23 -0.05 0.12
4 C -0.88 0.96 0.41
5 O -1.87 -0.03 0.07
6 C -0.87 -0.94 -0.43
7 H 2.14 -0.69 -0.77
8 H 2.17 1.00 -0.04
9 H -0.91 1.82 -0.27
10 H -0.95 1.30 1.45
11 H -0.95 -1.94 0.01
12 H -0.90 -1.00 -1.53

The value obtained for the energy relative to the best compared isomer or geometry (same formula, charge and spin) is 66.12 kcal per mole. The value obtained for the HOMO-LUMO gap is 10.97 eV. As for the charge: 0. The value obtained for the HOMO energy is -10.0 eV. As for the SMILES: C1OCC12CO2.

This record from OMol25 describes a structure of composition C4H6O2. The level of theory is the ωB97M-V functional and the def2-TZVPD basis.

Positions of all 12 atoms, in Å:
1 O 2.31 -1.36 0.11
2 C 1.34 -0.75 0.49
3 C 0.33 -0.12 -0.42
4 C -1.14 -0.54 -0.18
5 O -1.56 0.82 -0.02
6 C -0.21 1.27 -0.02
7 H 1.13 -0.63 1.57
8 H 0.65 -0.20 -1.46
9 H -1.64 -1.04 -1.02
10 H -1.30 -1.13 0.73
11 H 0.11 1.60 0.98
12 H -0.03 2.08 -0.74

The value obtained for the energy relative to the best compared isomer or geometry (same formula, charge and spin) is 45.44 kcal per mole. The value obtained for the HOMO-LUMO gap is 10.96 eV. As for the charge: 0. The value obtained for the HOMO energy is -10.1 eV.

This record from OMol25 describes an isolated molecule of C4H6O2. The level of theory is the ωB97M-V functional and the def2-TZVPD basis.

Positions of all 12 atoms, in Å:
1 C 0.01 -1.79 -0.89
2 C 0.70 -0.98 0.17
3 O 1.39 -1.39 1.05
4 C -0.15 0.61 0.34
5 O 0.95 0.48 -0.31
6 C -0.54 2.01 0.68
7 H -0.60 -2.54 -0.40
8 H -0.62 -1.18 -1.55
9 H 0.77 -2.30 -1.48
10 H 0.08 2.75 0.15
11 H -1.60 2.20 0.49
12 H -0.40 2.13 1.76

The value obtained for the energy relative to the best compared isomer or geometry (same formula, charge and spin) is 75.48 kcal per mole. The value obtained for the HOMO-LUMO gap is 9.56 eV. As for the charge: 0. The value obtained for the HOMO energy is -9.0 eV.

This record from OMol25 describes a cluster of 2 separate species, C4H6O2 in total. The level of theory is the ωB97M-V functional and the def2-TZVPD basis.

Positions of all 12 atoms, in Å:
1 C -1.53 0.10 0.45
2 C -0.40 0.60 -0.40
3 C 0.78 1.01 0.06
4 C 1.53 -1.51 -0.38
5 O 2.57 -1.16 0.02
6 O 0.51 -1.91 -0.78
7 H -2.24 0.92 0.59
8 H -1.19 -0.23 1.44
9 H -2.07 -0.73 -0.02
10 H -0.58 0.59 -1.48
11 H 1.56 1.36 -0.61
12 H 1.03 0.95 1.12

The value obtained for the energy relative to the best compared isomer or geometry (same formula, charge and spin) is 7.24 kcal per mole. The value obtained for the HOMO-LUMO gap is 10.50 eV. As for the charge: 0. The value obtained for the HOMO energy is -9.7 eV. As for the SMILES: O=C=O.C=CC.

This record from OMol25 describes an isolated molecule of C4H6O2 at a distorted geometry. The level of theory is the ωB97M-V functional and the def2-TZVPD basis.

Positions of all 12 atoms, in Å:
1 O -0.08 -1.15 2.73
2 C -0.62 -1.33 1.70
3 O 0.03 -1.37 0.23
4 C 0.61 -0.16 -0.13
5 C -0.22 1.10 -0.22
6 C 0.34 0.45 -1.47
7 H -1.39 -1.41 0.93
8 H 1.61 -0.05 0.27
9 H -1.29 1.02 -0.08
10 H 0.21 2.03 0.13
11 H -0.36 -0.06 -2.12
12 H 1.16 0.94 -1.98

The value obtained for the energy relative to the best compared isomer or geometry (same formula, charge and spin) is 82.23 kcal per mole. The value obtained for the HOMO-LUMO gap is 10.37 eV. As for the charge: 0. The value obtained for the HOMO energy is -9.6 eV. As for the SMILES: O=COC1CC1.

This record from OMol25 describes an isolated molecule of C4H6O2 at a distorted geometry. The level of theory is the ωB97M-V functional and the def2-TZVPD basis.

Positions of all 12 atoms, in Å:
1 C 1.29 0.38 -0.41
2 C 0.69 -0.84 0.29
3 O 1.44 -1.66 0.82
4 C -0.72 -1.14 0.18
5 C -1.48 0.92 0.17
6 O -1.61 -0.27 -0.35
7 H 0.69 0.77 -1.24
8 H 1.48 1.19 0.30
9 H 2.26 0.05 -0.80
10 H -1.10 -2.14 0.30
11 H -1.75 1.74 -0.48
12 H -1.19 0.99 1.21

The value obtained for the energy relative to the best compared isomer or geometry (same formula, charge and spin) is 90.28 kcal per mole. The value obtained for the HOMO-LUMO gap (spin up / spin down) is 8.80 / 7.40 eV. As for the charge: 0. The value obtained for the HOMO energy (spin up / spin down) is -8.7 / -8.2 eV.

This record from OMol25 describes an isolated molecule of C4H6O2 at a distorted geometry. The level of theory is the ωB97M-V functional and the def2-TZVPD basis.

Positions of all 12 atoms, in Å:
1 C -1.14 -1.75 -0.54
2 O -1.21 -0.56 0.04
3 C -0.10 0.01 0.41
4 C 0.06 1.39 0.95
5 O 1.22 1.57 0.10
6 C 1.08 0.25 -0.47
7 H -2.03 -2.05 -1.07
8 H -0.26 -2.33 -0.27
9 H 0.35 1.46 2.01
10 H -0.77 2.08 0.75
11 H 0.80 0.26 -1.54
12 H 2.01 -0.32 -0.37

The value obtained for the energy relative to the best compared isomer or geometry (same formula, charge and spin) is 123.44 kcal per mole. The value obtained for the HOMO-LUMO gap (spin up / spin down) is 8.29 / 8.13 eV. As for the charge: 0. The value obtained for the HOMO energy (spin up / spin down) is -7.8 / -7.6 eV.

This record from OMol25 describes an isolated molecule of C4H6O2. The level of theory is the ωB97M-V functional and the def2-TZVPD basis.

Positions of all 12 atoms, in Å:
1 C 1.61 0.35 -0.57
2 C 0.25 0.60 0.03
3 O -0.38 1.58 -0.32
4 C -0.47 -0.43 0.86
5 C -1.75 -0.62 -0.03
6 O -2.45 -1.58 -0.16
7 H 1.48 0.28 -1.65
8 H 2.11 -0.54 -0.20
9 H 2.23 1.24 -0.38
10 H 0.15 -1.29 1.17
11 H -0.90 0.02 1.76
12 H -1.89 0.38 -0.51

The value obtained for the energy relative to the best compared isomer or geometry (same formula, charge and spin) is 27.93 kcal per mole. The value obtained for the HOMO-LUMO gap is 10.34 eV. As for the charge: 0. The value obtained for the HOMO energy is -9.6 eV. As for the SMILES: CC(=O)CC=O.

Number 1: total energy -8340.398 eV. Number 2: total energy -8337.417 eV. Number 3: total energy -8335.964 eV. Number 4: total energy -8338.214 eV. Number 5: total energy -8337.594 eV. Number 6: total energy -8338.491 eV. Number 7: total energy -8337.188 eV. Number 8: total energy -8340.147 eV. Number 9: total energy -8336.896 eV. Number 10: total energy -8336.546 eV. Number 11: total energy -8335.108 eV. Number 12: total energy -8339.250 eV.